[1]
46
Properties=species:S:1:pos:R:3:forces:R:3 method="wB97M-V/def2-TZVPD" total_charge=+3 mol_weight_g_mol=567.72 homo_lumo_gap_ev="6.66 / 4.93" max_force_ev_per_a=6.33 spin_multiplicity=5
C -1.713881 0.414934 -3.747117 0.358 1.273 -1.079
C -1.254846 -0.396999 -2.616365 -2.407 -4.121 0.521
H -1.608819 -0.155116 -4.681604 -0.072 -0.064 0.236
H -1.153998 1.356840 -3.811605 -0.224 -0.276 -0.051
H -2.776205 0.664889 -3.598174 0.152 -0.226 0.177
O -1.429656 -1.566192 -2.388346 1.091 3.938 -0.323
I -1.606340 3.350051 0.682895 -0.803 0.504 -1.184
Ru -0.827667 1.232187 -0.704293 2.265 1.043 -2.591
P 1.163213 -0.045565 -1.705879 1.762 -0.187 0.427
C 1.360375 -1.812248 -1.272115 -0.664 0.194 0.179
C 1.522277 -0.033614 -3.501920 -0.880 0.327 -0.234
H 2.621916 1.815824 -1.199765 0.201 -0.234 -0.040
H 3.541303 0.384776 -1.763182 -0.225 0.048 0.231
H 2.953300 0.452518 -0.075971 0.022 0.078 -0.366
C 2.725904 0.727925 -1.112247 -0.357 0.337 0.249
H 1.296452 0.961946 -3.900448 0.144 -0.281 -0.073
H 2.591968 -0.241749 -3.639103 -0.297 -0.054 0.208
H 2.401785 -2.116023 -1.446090 -0.241 0.162 -0.032
H 0.679153 -2.396085 -1.901409 0.339 -0.051 0.209
H 0.933721 -0.798792 -4.022298 0.188 0.162 0.024
H 1.090267 -1.979212 -0.224301 0.112 -0.167 -0.351
C -2.127852 0.116024 -0.046714 -4.370 -3.777 2.591
O -2.974688 -0.557336 0.400952 3.224 2.538 -1.775
Cl 0.317900 2.833794 -2.191731 -0.624 -0.444 0.970
C 2.633359 0.877773 3.339585 1.766 -0.367 0.760
N 1.861375 2.125786 3.176985 -1.707 -2.280 -1.177
C 0.723079 2.151678 4.121145 -0.288 0.434 1.147
N -0.128231 0.947971 4.025444 0.737 -0.246 -0.835
C 0.696572 -0.265822 4.202854 0.032 0.113 0.392
N 1.786661 -0.331164 3.209506 -1.071 1.674 -0.417
C 1.287485 -0.537261 1.862799 0.432 -0.018 -0.255
P 0.263129 0.967962 1.266594 0.500 -1.068 2.047
C 1.456354 2.329450 1.795782 0.560 0.511 0.276
C -0.883834 0.877161 2.785903 0.482 0.376 -0.171
H 3.066583 0.873712 4.352442 -0.075 0.006 -0.436
H 3.430722 0.843664 2.585394 -0.159 0.059 0.304
H 0.107365 3.039916 3.924963 0.269 -0.171 0.158
H 1.139616 2.183298 5.140895 -0.201 0.136 -0.376
H 0.055988 -1.149759 4.083302 0.232 0.210 0.219
H 1.147375 -0.240750 5.206872 -0.206 -0.115 -0.319
H 2.126562 -0.724910 1.184295 -0.234 -0.036 0.272
H 0.607211 -1.403427 1.845441 0.198 0.230 0.018
H 0.943405 3.294846 1.691233 0.270 -0.293 0.091
H 2.326076 2.305512 1.125002 -0.186 0.035 0.225
H -1.414650 -0.087104 2.725537 0.006 0.398 0.039
H -1.601385 1.708988 2.747456 -0.048 -0.310 0.118

***

[2]
58
Properties=species:S:1:pos:R:3:forces:R:3 method="wB97M-V/def2-TZVPD" total_charge=-1 mol_weight_g_mol=550.32 homo_lumo_gap_ev="6.49 / 6.69" max_force_ev_per_a=7.32 spin_multiplicity=5 e_above_lowest_kj_mol=270.59
Cr 0.776990 -0.279871 -1.007195 -0.155 -1.280 -1.783
N -0.263748 0.524662 -3.871352 0.146 -1.294 -2.514
O -0.174806 -0.061166 -4.962346 -0.655 0.953 0.780
O 0.617058 0.309625 -3.038494 2.532 -0.643 2.794
O -1.129962 1.331095 -3.584922 -1.887 1.102 -0.028
N 3.562121 -0.774488 -2.128581 2.108 -1.459 -6.857
O 4.628294 -0.200396 -2.203076 2.511 1.413 0.517
O 3.197981 -1.437811 -3.130905 -0.572 -0.016 1.533
O 2.907997 -0.635874 -1.148262 -3.903 0.396 5.047
N 0.533158 -3.283865 -2.546418 -0.612 -0.234 0.522
O 0.313143 -3.017202 -3.684252 -0.135 -0.088 -2.880
O 0.380501 -2.370009 -1.711527 -0.069 1.922 2.818
O 0.787101 -4.410616 -2.136413 0.626 -1.162 0.327
C -0.042346 -3.169979 4.838184 -0.875 0.903 -0.963
C 0.298508 -1.681277 4.511531 1.825 -0.736 0.878
O 0.035131 -1.291956 3.144488 -0.445 0.464 -0.464
C 0.874458 -1.420660 2.117384 1.826 -1.538 -0.476
O 0.722212 -0.948811 1.002884 -0.202 -0.232 2.074
O 1.948812 -2.241505 2.430459 -2.391 1.797 0.962
C 2.819725 -2.508229 1.394416 2.204 -1.609 -2.364
H -0.994926 -3.347768 4.339093 -0.022 -0.301 -0.255
H -0.272030 -3.427459 5.872130 0.480 0.558 0.204
H 0.695334 -3.866270 4.439288 0.002 0.221 -0.008
H 1.346679 -1.498302 4.748098 0.351 -0.303 -0.506
H -0.118086 -0.926503 5.178508 -1.085 -0.236 -0.450
H 3.500632 -1.739507 1.028999 -0.691 0.818 0.336
H 2.359784 -2.959318 0.515164 -0.610 0.411 -0.049
H 3.527402 -3.288817 1.673624 -0.262 -0.133 0.849
C 3.726119 2.975119 0.933175 -1.062 -0.222 -1.053
C 3.575258 2.889017 -0.602743 0.911 1.111 -0.012
O 2.357470 3.490651 -1.102300 -0.816 -0.740 0.943
C 1.191131 2.873200 -0.862095 0.461 -1.377 -0.690
O 1.067009 1.739495 -0.334727 -0.052 3.313 -0.662
O 0.276036 3.654657 -1.434533 0.435 -0.388 1.617
C -1.137858 3.399168 -1.392068 0.190 -0.319 -1.796
H 3.571473 3.993966 1.288361 0.351 0.235 -0.277
H 4.726285 2.626135 1.190018 -0.274 -0.187 0.270
H 2.891210 2.434376 1.378836 0.473 -0.570 0.292
H 3.788246 1.949647 -1.112953 -0.418 -0.442 0.568
H 4.311478 3.577202 -1.018053 0.092 0.015 -0.083
H -1.703022 4.077323 -0.752697 0.499 -0.159 0.464
H -1.363618 2.335169 -1.321003 0.098 0.199 0.408
H -1.337309 3.669524 -2.428994 -0.783 -0.134 0.097
C -5.233562 1.516308 -1.672310 1.021 -0.337 0.243
C -4.090809 0.489919 -1.740632 0.540 0.494 -1.818
O -3.726136 -0.057249 -0.469446 0.839 0.030 0.624
C -2.440730 -0.145589 -0.025803 0.567 -0.816 0.366
O -1.374416 0.100374 -0.613593 -3.776 -0.348 1.478
O -2.460044 -0.651238 1.266637 0.433 0.712 -1.808
C -3.685885 -0.991194 2.005540 1.436 0.397 -1.163
H -4.973234 2.293985 -0.954286 -0.423 -0.112 0.325
H -6.168412 0.989192 -1.481774 -0.049 0.369 0.361
H -5.324418 2.042465 -2.622565 0.098 -0.294 -0.184
H -3.196440 0.842319 -2.254472 0.195 0.582 0.344
H -4.396117 -0.274339 -2.455337 -0.143 -0.695 0.602
H -3.229340 -1.424908 2.895248 -0.536 0.148 0.138
H -4.253341 -1.735059 1.446287 -0.115 0.180 0.124
H -4.224143 -0.057355 2.167778 -0.233 -0.339 0.238

***

[3]
46
Properties=species:S:1:pos:R:3:forces:R:3 method="wB97M-V/def2-TZVPD" total_charge=+1 mol_weight_g_mol=493.42 homo_lumo_gap_ev=10.43 max_force_ev_per_a=2.63 spin_multiplicity=1 e_above_lowest_kj_mol=67.95
Cs 0.418759 -0.484555 1.292878 -0.548 -0.057 0.493
C -2.562381 4.000012 4.807749 -0.140 0.822 0.682
C -3.941153 3.802770 4.142097 -0.297 -1.424 0.747
C -3.723467 2.704047 3.085503 0.126 0.853 -0.469
S -2.548805 1.520739 3.750767 -0.933 -0.918 0.254
O -1.555618 1.214483 2.686035 -1.000 0.062 1.515
O -3.262335 0.439551 4.476410 1.410 1.507 -1.630
C -1.903313 2.646989 4.992304 0.593 -1.004 -0.115
H -2.636698 4.392881 5.821765 -0.432 0.177 -0.010
H -1.991040 4.782882 4.308961 0.301 -0.491 -0.475
H -4.417352 4.710797 3.772203 0.419 -0.070 -0.321
H -4.665907 3.387929 4.842613 0.107 0.121 0.431
H -3.207416 3.227838 2.280873 -0.032 -0.584 -0.490
H -4.599734 2.146700 2.754417 0.048 0.223 -0.049
H -0.822149 2.518267 4.941169 0.067 0.645 -0.056
H -2.210610 2.184117 5.930075 -0.129 0.058 -0.029
C 3.479871 -0.738750 -3.282299 0.327 0.233 0.230
C 4.219901 0.605137 -3.590832 -0.087 -0.313 1.685
C 3.695976 1.635383 -2.582940 -1.696 -0.115 -0.190
S 3.339213 0.739521 -1.016254 1.183 1.739 0.164
O 1.967191 1.002377 -0.484345 2.166 -0.528 -1.018
O 4.524840 1.027703 -0.175035 -2.248 -0.848 -0.733
C 3.494796 -0.901302 -1.751494 0.659 -0.273 0.492
H 4.066850 -1.509943 -3.781111 -0.210 -0.288 0.257
H 2.452189 -0.823928 -3.635433 0.025 0.415 -0.241
H 4.105672 0.926673 -4.626047 0.171 -0.007 0.202
H 5.256192 0.467950 -3.281994 0.272 -0.264 -0.747
H 2.739435 1.956500 -2.995258 -0.178 0.418 0.401
H 4.306561 2.491088 -2.294742 0.103 -0.231 -0.222
H 2.826955 -1.602264 -1.250746 -0.426 0.106 -0.455
H 4.480265 -1.198566 -1.392908 0.211 0.051 -0.173
C 0.517207 -3.348453 -1.783173 0.214 0.727 -0.684
C -0.507653 -4.438144 -2.111779 -0.032 0.533 -0.033
C -1.852784 -3.991912 -1.505937 0.073 0.545 -0.523
S -1.906160 -2.125393 -1.689122 2.321 0.914 -0.313
O -2.026878 -1.451384 -0.383654 -0.658 -0.902 -1.018
O -2.575705 -1.653472 -2.895915 -0.341 -0.847 1.609
C -0.116971 -1.954084 -2.114878 -0.417 -1.213 0.377
H 1.404849 -3.540379 -2.385957 0.076 0.214 -0.091
H 0.868578 -3.431326 -0.754690 -0.280 0.221 0.258
H -0.168595 -5.393260 -1.710670 -0.261 0.007 0.158
H -0.512356 -4.562113 -3.194694 -0.456 0.096 -0.028
H -1.827532 -4.225610 -0.441588 -0.479 0.210 -0.033
H -2.735290 -4.356357 -2.031720 0.042 -0.151 0.283
H 0.289661 -1.103388 -1.568002 -0.046 -0.089 -0.053
H -0.177059 -1.697747 -3.172599 0.412 -0.281 -0.038

***

[4]
50
Properties=species:S:1:pos:R:3:forces:R:3 method="wB97M-V/def2-TZVPD" total_charge=0 mol_weight_g_mol=550.76 homo_lumo_gap_ev=7.73 max_force_ev_per_a=1.31 spin_multiplicity=1 e_above_lowest_kj_mol=0.00
Cu 12.838984 -7.307276 -12.493461 -0.255 -0.062 0.831
I 12.128573 -7.148293 -9.809910 0.197 -0.074 -0.904
C 13.702372 -8.387441 -16.396991 -0.194 0.572 0.817
O 13.366584 -7.021743 -16.737497 0.355 0.066 -0.159
C 13.254020 -6.192102 -15.711101 0.086 -0.092 -0.280
O 13.176909 -6.533680 -14.559681 -0.133 0.089 0.450
O 13.274303 -4.946831 -16.166734 -0.047 -0.024 0.033
C 13.099983 -3.906702 -15.203505 0.208 0.476 0.402
H 14.344143 -8.405677 -15.513600 0.134 0.061 -0.160
H 14.219665 -8.769976 -17.265129 -0.251 -0.323 -0.105
H 12.793499 -8.889802 -16.077318 0.021 -0.368 -0.456
H 13.394432 -4.206752 -14.198560 -0.163 -0.293 -0.094
H 12.066704 -3.566393 -15.210290 -0.033 -0.078 0.004
H 13.756757 -3.083804 -15.480204 -0.100 -0.069 -0.285
C 16.891793 -6.744696 -14.612854 -0.460 -0.265 -1.196
O 17.267855 -6.777923 -13.260276 0.069 0.306 0.368
C 16.293399 -6.896165 -12.358768 0.270 -0.007 0.823
O 15.155610 -7.224538 -12.568988 -0.244 -0.025 -0.497
O 16.796037 -6.623147 -11.165000 0.120 -0.069 -0.085
C 15.886692 -6.816345 -10.056462 -0.159 -0.091 -0.286
H 17.222972 -7.652233 -15.121320 0.156 0.021 0.128
H 17.338824 -5.882032 -15.103015 0.205 0.020 0.198
H 15.813131 -6.686060 -14.762138 -0.002 0.032 0.374
H 15.103662 -6.062082 -10.073057 0.063 0.049 0.049
H 16.496217 -6.751048 -9.163895 0.028 0.051 0.033
H 15.399988 -7.785958 -10.138093 0.054 -0.012 0.065
C 12.754682 -11.393136 -11.173048 0.129 0.729 0.560
O 12.432184 -11.608094 -12.548686 -0.196 -0.616 -0.095
C 12.654298 -10.588240 -13.355599 -0.249 -0.206 0.104
O 13.165960 -9.555522 -13.034918 0.307 0.664 -0.031
O 12.234854 -10.810024 -14.598980 0.124 0.335 -0.282
C 11.735613 -12.082277 -14.958167 -0.077 -1.124 -0.193
H 12.325062 -12.199468 -10.591632 -0.053 -0.187 -0.206
H 12.338880 -10.438725 -10.842859 0.003 -0.064 0.002
H 13.832807 -11.348109 -11.027440 0.022 -0.104 -0.119
H 10.927036 -12.416400 -14.310517 -0.052 0.196 0.002
H 12.512926 -12.852735 -14.935606 0.077 0.220 0.188
H 11.393548 -12.036388 -15.988870 -0.091 0.353 0.053
C 9.227412 -5.462444 -11.851274 0.234 0.358 0.459
O 8.734338 -5.805500 -13.149950 -0.374 0.239 -0.319
C 9.487663 -6.650030 -13.829634 0.138 -0.071 0.397
O 10.407288 -7.274245 -13.369325 0.548 -0.350 0.007
O 9.080867 -6.717965 -15.088261 -0.384 0.244 -0.460
C 9.756426 -7.688103 -15.899396 -0.108 -0.092 0.507
H 8.567265 -4.697492 -11.450290 -0.145 -0.040 -0.214
H 10.229346 -5.042646 -11.938173 0.035 -0.153 0.055
H 9.254723 -6.300698 -11.159550 0.062 -0.189 -0.231
H 10.809265 -7.435413 -16.000804 0.008 -0.016 -0.024
H 9.258177 -7.682243 -16.860854 -0.040 0.069 -0.046
H 9.653769 -8.658194 -15.413503 0.156 -0.089 -0.182